(1)
A molecular structure, C36H44N2SiTl in a non-equilibrium geometry, computed with ωB97M-V/def2-TZVPD.

Output
Spin multiplicity: 1
Kohn-Sham gap: 5.05 eV
Energy: -1969.35271 hartree
F_max: 4.1 eV/A
Lowest unoccupied orbital energy: -3.04 eV
Total charge: +1
Energy relative to the best compared isomer or geometry (same formula, charge and spin): 0.0 kJ/mol
Molecular weight: 737.231 g mol⁻¹
HOMO energy: -0.297 hartree

Last column: Löwdin charge in e.
Atoms and positions in Å:
C1 -1.0067 -0.8099 -2.5877  -0.222
C2 0.0569 -0.1595 -3.2812  -0.237
C3 1.2842 -0.7293 -2.8398  -0.209
H1 -0.0444 0.6096 -4.0497  0.066
C4 0.9781 -1.7518 -1.8989  -0.196
C5 -0.4337 -1.8008 -1.7420  -0.207
H2 -0.9814 -2.5164 -1.1306  0.081
H3 -2.0717 -0.6226 -2.7178  0.071
H4 2.2781 -0.4689 -3.2051  0.066
H5 1.6938 -2.4081 -1.4070  0.076
Tl1 0.0997 1.4276 -0.2812  0.943
C6 1.6910 6.1302 -1.3217  -0.011
H6 2.2874 5.3011 -0.8712  0.088
H7 2.3366 6.6396 -2.0553  0.108
H8 0.6664 6.0252 -1.8540  0.057
Si1 0.6257 4.3867 -1.8249  0.643
C7 -1.1800 4.4722 -2.2038  -0.313
C8 -1.7785 3.5412 -3.0708  -0.080
H9 -1.2129 2.6748 -3.4238  0.098
C9 -3.1050 3.7181 -3.4778  -0.047
H10 -3.5538 3.0282 -4.1945  0.119
C10 -3.8564 4.7960 -2.9890  -0.051
H11 -4.8722 4.9712 -3.3522  0.117
C11 -3.2988 5.6511 -2.0288  -0.066
H12 -3.8881 6.4705 -1.6166  0.113
C12 -1.9796 5.4667 -1.6082  -0.097
H13 -1.5613 6.0940 -0.8185  0.105
C13 1.6132 3.6937 -3.2211  -0.299
C14 1.3417 4.1458 -4.5232  -0.087
H14 0.4759 4.7868 -4.7048  0.111
C15 2.1731 3.7724 -5.5811  -0.057
H15 1.9795 4.1592 -6.5801  0.113
C16 3.2559 2.9156 -5.3508  -0.044
H16 3.9454 2.6720 -6.1593  0.116
C17 3.4809 2.3972 -4.0663  -0.056
H17 4.3136 1.7131 -3.8889  0.117
C18 2.6496 2.7680 -3.0065  -0.093
H18 2.7833 2.3398 -2.0062  0.092
H19 0.8452 3.6819 -0.5419  -0.132
H20 1.4347 6.7749 -0.4641  0.105
C19 2.6623 -4.7057 3.5052  -0.064
C20 3.5160 -3.7719 2.6464  -0.565
C21 4.6647 -3.2288 3.5175  -0.045
C22 4.1117 -4.5728 1.4818  -0.038
C23 2.7036 -2.5963 2.0882  -0.135
C24 3.3937 -1.6077 1.3744  0.002
C25 2.6856 -0.4984 0.9135  -0.119
N1 1.3621 -0.3663 1.0931  -0.005
C26 0.6583 -1.3548 1.6959  -0.188
C27 1.3137 -2.4851 2.2281  0.071
C28 -0.8270 -1.2211 1.6991  -0.191
C29 -1.6671 -2.0201 2.5025  0.066
C30 -3.0582 -1.9001 2.3775  -0.132
C31 -3.5756 -1.0297 1.4065  0.007
C32 -2.6900 -0.2369 0.6782  -0.113
N2 -1.3607 -0.3042 0.8580  -0.022
C33 -4.0536 -2.6390 3.2844  -0.566
C34 -4.9180 -1.6113 4.0335  -0.043
C35 -4.9745 -3.5254 2.4354  -0.042
C36 -3.3448 -3.5192 4.3151  -0.066
H21 3.2887 -5.5193 3.8906  0.093
H22 1.8502 -5.1483 2.9188  0.088
H23 2.2399 -4.1731 4.3654  0.092
H24 5.2486 -4.0655 3.9245  0.093
H25 5.3400 -2.5818 2.9411  0.078
H26 4.2615 -2.6482 4.3598  0.095
H27 3.3100 -4.9682 0.8517  0.095
H28 4.7581 -3.9462 0.8609  0.082
H29 4.7007 -5.4121 1.8655  0.093
H30 4.4701 -1.6780 1.1809  0.120
H31 3.2083 0.3115 0.3985  0.109
H32 0.7114 -3.2403 2.7379  0.106
H33 -1.1943 -2.6706 3.2412  0.106
H34 -4.6500 -0.9356 1.2244  0.119
H35 -3.0593 0.4814 -0.0593  0.113
H36 -5.4767 -0.9757 3.3368  0.080
H37 -5.6336 -2.1317 4.6806  0.092
H38 -4.2888 -0.9703 4.6626  0.094
H39 -4.3873 -4.2687 1.8859  0.096
H40 -5.6795 -4.0555 3.0855  0.093
H41 -5.5460 -2.9329 1.7147  0.080
H42 -2.7414 -4.2950 3.8272  0.091
H43 -2.7043 -2.9201 4.9738  0.090
H44 -4.0937 -4.0186 4.9429  0.093



(2)
8 unconnected molecules or ions with the total composition C36H44N4O12 in a non-equilibrium geometry, computed with ωB97M-V/def2-TZVPD.

Output
Spin multiplicity: 2
Kohn-Sham gap (alpha / beta): 1.87 / 5.60 eV
Energy: -2519.64984 hartree
F_max: 4.1 eV/A
Lowest unoccupied orbital energy (alpha / beta): 0.73 / 0.74 eV
Total charge: -1
Molecular weight: 724.764 g mol⁻¹
HOMO energy (alpha / beta): -0.042 / -0.179 hartree

Last column: Löwdin charge in e.
Atoms and positions in Å:
C1 -4.5523 -2.9612 -5.2604  -0.087
C2 -5.1300 -1.8433 -5.7789  -0.081
C3 -4.8677 -0.5641 -5.1277  0.009
C4 -4.0102 -0.5144 -4.0130  -0.125
C5 -3.5088 -1.7010 -3.4514  -0.002
C6 -3.7098 -2.9382 -4.0880  -0.023
N1 -3.5393 0.7957 -3.4322  -0.309
O1 -2.8093 0.8387 -2.4191  0.048
O2 -4.0752 1.7811 -3.9348  0.043
H1 -4.8676 -3.9005 -5.6902  0.093
H2 -5.7175 -1.8168 -6.6847  0.093
H3 -5.2462 0.3541 -5.5520  0.099
H4 -2.8300 -1.7086 -2.6115  0.101
H5 -3.2829 -3.8506 -3.6984  0.076
C7 2.2650 -5.1078 -2.3673  -0.179
C8 1.3679 -5.2680 -3.3959  -0.139
C9 0.7689 -4.1392 -3.8856  -0.053
C10 1.1418 -2.8489 -3.4296  -0.157
C11 2.0689 -2.6713 -2.4051  -0.041
C12 2.6318 -3.8710 -1.9277  -0.127
N2 0.6059 -1.6915 -4.1796  -0.467
O3 1.1959 -0.6095 -4.0929  -0.099
O4 -0.3664 -1.8564 -4.9355  -0.113
H6 2.8671 -5.9526 -2.0670  0.078
H7 1.0644 -6.2252 -3.7935  0.091
H8 0.0234 -4.3282 -4.6438  0.096
H9 2.4145 -1.6827 -2.1412  0.088
H10 3.2875 -3.8383 -1.0702  0.087
C13 3.9265 3.4672 -1.3550  -0.042
C14 5.3422 3.3741 -1.5840  -0.032
C15 6.0569 4.5045 -2.0476  -0.015
C16 5.3631 5.6744 -2.3440  -0.174
C17 4.0134 5.7797 -2.1410  -0.008
C18 3.2421 4.6826 -1.5995  -0.029
N3 6.0665 6.8639 -2.9119  -0.320
O5 7.2567 6.6312 -3.2487  0.034
O6 5.4929 7.9431 -2.9258  0.065
H11 3.4675 2.5673 -0.9731  0.082
H12 5.9275 2.4721 -1.4830  0.103
H13 7.1151 4.3913 -2.2317  0.107
H14 3.5499 6.7263 -2.3765  0.107
H15 2.1720 4.6601 -1.4558  0.096
C19 0.5722 1.7350 7.0411  -0.080
C20 0.4000 3.0523 6.6408  -0.070
C21 -0.1959 3.3681 5.4250  -0.014
C22 -0.6428 2.2750 4.6921  -0.107
C23 -0.6730 0.9379 5.2220  0.013
C24 -0.0326 0.7190 6.3784  -0.102
N4 -1.2608 2.5050 3.3526  -0.302
O7 -2.1768 1.7952 3.0154  0.083
O8 -0.6873 3.3675 2.6105  0.037
H16 1.0074 1.4708 7.9936  0.109
H17 0.8303 3.9246 7.1103  0.105
H18 -0.3881 4.3856 5.1183  0.122
H19 -1.1256 0.1375 4.6555  0.114
H20 0.0205 -0.2906 6.7584  0.121
C25 2.5612 4.2215 2.2866  -0.021
C26 3.1422 2.7975 2.4645  -0.409
O9 3.4582 2.1541 1.4756  0.046
C27 3.6756 2.4069 3.9020  -0.011
H21 2.3526 4.6085 3.2840  0.056
H22 1.7152 4.3230 1.6068  0.067
H23 3.4017 4.8047 1.9104  0.085
H24 3.2308 3.1962 4.5080  0.041
H25 4.7365 2.5439 4.1111  0.075
H26 3.3676 1.4283 4.2703  0.074
C28 -3.6089 -1.1039 2.5777  -0.002
C29 -3.9388 -1.6685 3.9929  -0.519
O10 -3.1397 -1.9965 4.8097  0.076
C30 -5.3906 -1.8520 4.2071  -0.043
H27 -2.6595 -1.4568 2.1750  0.072
H28 -3.6801 -0.0496 2.8451  0.066
H29 -4.4497 -1.3368 1.9243  0.078
H30 -6.0524 -1.0241 3.9529  0.086
H31 -5.5353 -2.0665 5.2660  0.082
H32 -5.7942 -2.6629 3.6008  0.091
C31 -1.5452 -4.1436 0.3531  -0.021
C32 -1.7763 -5.0009 -0.8429  -0.444
O11 -2.0388 -4.5557 -1.9722  0.040
C33 -1.7297 -6.5131 -0.6734  -0.026
H33 -2.1535 -4.5542 1.1589  0.080
H34 -1.7715 -3.0882 0.2011  0.061
H35 -0.5792 -4.2734 0.8410  0.095
H36 -1.8712 -6.9637 -1.6557  0.078
H37 -2.5742 -6.8524 -0.0735  0.076
H38 -0.7802 -6.8727 -0.2768  0.081
C34 -0.2052 -0.8432 -0.5795  -0.006
C35 0.7630 0.3629 -0.4030  -0.474
O12 1.9097 0.1839 -0.5041  0.090
C36 0.2309 1.7514 -0.0376  -0.007
H39 -0.5694 -0.8032 -1.6060  0.075
H40 -1.0556 -0.7285 0.0926  0.054
H41 0.2689 -1.8177 -0.4621  0.064
H42 0.8100 2.3557 0.6606  0.041
H43 -0.8091 1.7234 0.2877  0.061
H44 0.2550 2.3647 -0.9384  0.086